Entry 1:
The following is a quantum chemistry calculation of the molecule C4H5NO2, from the Open Molecules 2025 dataset.

XYZ file:
```
12
Properties=species:S:1:pos:R:3
O -1.908 -0.141 1.434
C -1.124 -0.613 0.667
C -0.208 0.593 -0.994
C 0.383 1.089 0.281
N 0.496 -0.269 0.867
C 0.987 -0.992 -0.171
O 0.572 -0.517 -1.309
H -1.234 -1.591 0.151
H -0.434 1.176 -1.881
H 1.370 1.580 0.220
H -0.300 1.683 0.890
H 1.387 -1.996 -0.147
```

Energy above the lowest of the compared OMol25 structures with the same formula, charge and spin = 437.4 kJ/mol
Energy = -360.50283 hartree
Highest occupied orbital energy (alpha / beta) = -8.2 / -8.2 eV

Here are the Löwdin charges for atoms 1 to 5, given in e: number 1, O, carries 0.066; number 2, C, carries -0.270; number 3, C, carries -0.098; number 4, C, carries -0.169; number 5, N, carries -0.005



Entry 2:
The following is a quantum chemistry calculation of the molecule C5H9N3O2S, from the Open Molecules 2025 dataset.

XYZ file:
```
20
Properties=species:S:1:pos:R:3
C -0.798 0.334 -2.217
N -0.849 0.772 -0.847
C -1.236 2.013 -0.502
N -1.173 2.202 0.801
C -0.859 1.051 1.375
N -1.044 0.672 2.675
C -0.555 0.032 0.319
S -0.163 -1.674 0.558
C 1.686 -1.655 0.702
O -0.803 -1.978 1.832
O -0.410 -2.401 -0.641
H -0.072 0.967 -2.897
H -0.618 -0.827 -2.324
H -1.811 0.472 -2.506
H -1.515 2.585 -1.322
H -0.958 -0.308 2.856
H -1.847 1.089 3.070
H 2.000 -2.531 0.275
H 2.032 -0.785 0.082
H 1.920 -1.509 1.789
```

Energy above the lowest of the compared OMol25 structures with the same formula, charge and spin = 77.9 kJ/mol
Energy = -908.80048 hartree
Highest occupied orbital energy = -8.0 eV
SMILES = Cn1cnc(N)c1S(C)(=O)=O

Here are the Löwdin charges for atoms 1 to 5, given in e: number 1, C, carries -0.039; number 2, N, carries -0.149; number 3, C, carries -0.144; number 4, N, carries 0.112; number 5, C, carries -0.351



Entry 3:
The following is a quantum chemistry calculation of the molecule C6H10, from the Open Molecules 2025 dataset.

XYZ file:
```
16
Properties=species:S:1:pos:R:3
C -1.424 0.365 1.422
C -1.068 -0.461 0.441
C 0.326 -0.750 -0.054
C 1.453 -0.308 0.887
C 0.413 -0.135 -1.441
C -0.254 0.958 -1.807
H -2.469 0.615 1.587
H -0.696 0.867 2.052
H -1.844 -0.894 -0.190
H 0.425 -1.838 -0.186
H 1.354 -0.784 1.871
H 1.452 0.777 1.033
H 2.431 -0.591 0.484
H 0.992 -0.665 -2.190
H -0.840 1.513 -1.085
H -0.252 1.332 -2.825
```

Energy above the lowest of the compared OMol25 structures with the same formula, charge and spin = 106.6 kJ/mol
Energy = -234.56191 hartree
Highest occupied orbital energy = -9.4 eV
SMILES = C=CC(C)C=C

Here are the Löwdin charges for atoms 1 to 5, given in e: number 1, C, carries 0.004; number 2, C, carries -0.188; number 3, C, carries -0.391; number 4, C, carries -0.079; number 5, C, carries -0.152



Entry 4:
The following is a quantum chemistry calculation of the molecule C7H7NO, from the Open Molecules 2025 dataset.

XYZ file:
```
16
Properties=species:S:1:pos:R:3
C -1.977 0.908 0.346
C -0.737 0.608 -0.546
C -0.014 -0.735 -0.451
C 1.329 -0.568 -0.293
C 2.595 -1.086 -0.028
C 3.384 -0.021 0.134
O 2.727 1.196 0.083
C 1.432 0.893 -0.178
N 0.365 1.585 -0.310
H -2.056 0.203 1.187
H -2.953 0.631 -0.134
H -1.746 1.844 0.929
H -1.049 0.685 -1.676
H -0.418 -1.692 -0.582
H 3.055 -2.059 -0.042
H 4.371 -0.036 0.350
```

Energy above the lowest of the compared OMol25 structures with the same formula, charge and spin = 171.1 kJ/mol
Energy = -400.84564 hartree
Highest occupied orbital energy = -8.4 eV
SMILES = C[C@@H]1C=c2ccoc2=N1

Here are the Löwdin charges for atoms 1 to 5, given in e: number 1, C, carries -0.062; number 2, C, carries -0.348; number 3, C, carries 0.037; number 4, C, carries -0.167; number 5, C, carries -0.013



Entry 5:
The following is a quantum chemistry calculation of a structure of composition C28H48BrCoN3P2S, from the Open Molecules 2025 dataset.

XYZ file:
```
84
Properties=species:S:1:pos:R:3
N 6.482 -3.735 -1.125
C 5.821 -4.541 -0.295
C 4.418 -4.553 -0.222
C 3.699 -3.640 -1.038
C 4.424 -2.871 -1.989
C 5.818 -2.936 -1.967
C 2.301 -3.376 -0.773
Co 0.421 -3.411 -0.509
P -2.745 -0.099 -1.101
C 1.535 -2.354 -1.454
C 1.200 -1.060 -0.832
C 0.806 -0.001 -1.666
C 0.730 1.289 -1.197
C 0.898 1.534 0.184
C 1.324 0.471 1.041
C 1.462 -0.810 0.523
Br -1.656 0.986 0.707
H 1.967 -4.030 0.109
H 1.495 -2.383 -2.554
H 3.898 -5.184 0.488
H 3.909 -2.165 -2.647
H 6.408 -5.201 0.345
H 6.391 -2.301 -2.645
H 0.566 -0.223 -2.704
H 1.814 -1.637 1.143
H 0.492 2.108 -1.874
H 1.512 0.663 2.102
P 1.296 3.258 0.632
C -2.995 -1.867 -1.298
C -4.113 -2.283 -2.271
H -3.120 -2.337 -0.303
H -2.031 -2.288 -1.641
H -4.205 -3.380 -2.270
H -5.109 -1.892 -2.021
H -3.905 -1.983 -3.308
C -2.184 0.725 -2.629
C -3.255 1.226 -3.619
H -1.507 0.023 -3.134
H -1.575 1.582 -2.313
H -2.796 1.419 -4.596
H -4.073 0.516 -3.797
H -3.702 2.180 -3.309
C -4.309 0.808 -0.730
C -5.363 0.167 0.176
H -4.751 1.089 -1.696
H -3.989 1.744 -0.245
H -5.294 0.502 1.220
H -6.352 0.477 -0.190
H -5.334 -0.928 0.169
C 0.462 3.565 2.183
C 0.705 4.942 2.804
H 0.794 2.769 2.863
H -0.614 3.416 1.999
H 1.717 5.051 3.220
H 0.527 5.757 2.089
H 0.006 5.072 3.637
C 0.741 4.330 -0.701
C 1.646 4.450 -1.937
H 0.603 5.318 -0.246
H -0.256 3.982 -0.999
H 2.602 4.934 -1.702
H 1.865 3.481 -2.406
H 1.145 5.064 -2.696
C 3.099 3.324 0.721
C 3.714 2.655 1.941
H 3.353 4.394 0.648
H 3.454 2.817 -0.192
H 4.801 2.688 1.838
H 3.446 3.167 2.869
H 3.434 1.602 2.035
C -3.199 -1.572 2.885
N -2.773 -2.871 2.355
C -1.534 -3.141 1.867
S -1.445 -4.093 0.401
N -0.445 -2.726 2.516
C -0.407 -2.013 3.787
H -2.607 -0.754 2.443
H -3.119 -1.556 3.979
H -4.249 -1.412 2.606
H -3.494 -3.365 1.831
H 0.441 -3.077 2.155
H 0.608 -2.083 4.202
H -0.629 -0.948 3.629
H -1.117 -2.461 4.497
```

Energy above the lowest of the compared OMol25 structures with the same formula, charge and spin = 7.6 kJ/mol
Energy = -6296.99728 hartree
Charge = +2
Expectation value of S² = 3.863
Highest occupied orbital energy (alpha / beta) = -10.7 / -12.7 eV
Multiplicity = 4

Here are the Löwdin charges for atoms 1 to 5, given in e: number 1, N, carries 0.057; number 2, C, carries -0.126; number 3, C, carries -0.009; number 4, C, carries -0.212; number 5, C, carries -0.007



Entry 6:
The following is a quantum chemistry calculation of a cluster of 2 separate species, C7H14F6NO3P in total, from the Open Molecules 2025 dataset.

XYZ file:
```
32
Properties=species:S:1:pos:R:3
O -2.360 3.057 2.042
C -1.704 2.492 1.244
O -1.853 1.162 0.986
C -1.029 0.231 1.625
C -1.111 -1.034 0.735
C 0.206 -1.765 0.444
C 0.823 -1.375 -0.938
O 2.200 -1.045 -0.867
C 2.346 0.021 0.041
C 2.331 -0.568 1.441
N 1.219 -1.597 1.583
H -0.959 2.982 0.600
H -0.006 0.637 1.699
H -1.379 0.026 2.645
H -1.504 -0.700 -0.228
H -1.855 -1.720 1.144
H -0.005 -2.835 0.416
H 0.725 -2.220 -1.617
H 0.275 -0.534 -1.373
H 3.310 0.504 -0.121
H 1.552 0.761 -0.127
H 3.265 -1.106 1.604
H 2.263 0.186 2.225
H 1.682 -2.496 1.688
H 0.719 -1.442 2.457
F -1.365 2.839 -2.953
P -1.318 1.205 -2.794
F -0.709 1.536 -1.256
F -1.829 -0.361 -2.918
F 0.209 0.552 -2.947
F -1.352 1.245 -4.419
F -2.787 1.364 -2.062
```

Energy = -1496.22122 hartree
Highest occupied orbital energy = -10.6 eV

Here are the Löwdin charges for atoms 1 to 5, given in e: number 1, O, carries 0.137; number 2, C, carries -0.326; number 3, O, carries -0.073; number 4, C, carries -0.185; number 5, C, carries -0.076



What did the third record say?
The following is a quantum chemistry calculation of the molecule C6H10, from the Open Molecules 2025 dataset.

XYZ file:
```
16
Properties=species:S:1:pos:R:3
C -1.424 0.365 1.422
C -1.068 -0.461 0.441
C 0.326 -0.750 -0.054
C 1.453 -0.308 0.887
C 0.413 -0.135 -1.441
C -0.254 0.958 -1.807
H -2.469 0.615 1.587
H -0.696 0.867 2.052
H -1.844 -0.894 -0.190
H 0.425 -1.838 -0.186
H 1.354 -0.784 1.871
H 1.452 0.777 1.033
H 2.431 -0.591 0.484
H 0.992 -0.665 -2.190
H -0.840 1.513 -1.085
H -0.252 1.332 -2.825
```

Energy above the lowest of the compared OMol25 structures with the same formula, charge and spin = 106.6 kJ/mol
Energy = -234.56191 hartree
Highest occupied orbital energy = -9.4 eV
SMILES = C=CC(C)C=C

Here are the Löwdin charges for atoms 1 to 5, given in e: number 1, C, carries 0.004; number 2, C, carries -0.188; number 3, C, carries -0.391; number 4, C, carries -0.079; number 5, C, carries -0.152



What is the formula in the third record? C6H10



Among the records above, which one has the lowest energy? C28H48BrCoN3P2S